No. 1
ORCA calculation (ωB97M-V with the def2-TZVPD basis set) on a gas-phase ion, C8H16N3 (charge +1).

Computed properties:
* lowest unoccupied orbital energy (alpha / beta): -5.10 / -5.09 eV
* multiplicity: 1
* orbital gap (alpha / beta): 0.270 / 0.270 hartree
* highest occupied orbital energy (alpha / beta): -12.4430 / -12.4434 eV
* net charge: +1
* SMILES: [H]/N=[N+]1/CN(C)C=C[C@@]1(C)CC

Last column: Mulliken charge in e.
Cartesian coordinates (Å):
H (1.12462, -0.82346, 2.36726)  0.30
N (0.23096, -0.87480, 1.89317)  -0.98
N (0.02804, -0.88549, 0.69809)  1.15
C (-1.34106, -1.20162, 0.25365)  -0.60
N (-1.81485, 0.02604, -0.28079)  0.22
C (-2.87871, 0.71947, 0.37563)  -0.74
C (-1.14474, 0.42412, -1.36202)  -0.55
C (0.08407, -0.01625, -1.59164)  -1.23
C (0.90529, -0.45144, -0.45311)  1.45
C (1.66257, -1.73954, -0.79789)  -1.59
C (1.87604, 0.68693, 0.00669)  -0.82
C (1.14414, 1.86389, 0.89062)  -0.86
H (-1.93656, -1.58119, 1.12984)  0.35
H (-1.10757, -1.93418, -0.54282)  0.26
H (-2.36030, 1.54956, 0.80418)  0.34
H (-3.78422, 1.19735, -0.22082)  0.27
H (-3.26337, 0.19240, 1.19708)  0.30
H (-1.70185, 0.78291, -2.21996)  0.47
H (0.50310, 0.12548, -2.57996)  0.47
H (2.24052, -2.25115, 0.09831)  0.33
H (2.47060, -1.47039, -1.65601)  0.37
H (1.00432, -2.42964, -1.18281)  0.50
H (2.74402, 0.37179, 0.64101)  0.34
H (2.45012, 1.24174, -0.85092)  0.43
H (-0.05966, 1.90658, 0.77327)  0.07
H (1.55239, 2.78128, 0.62945)  0.40
H (1.37209, 1.78961, 1.98051)  0.36

***

No. 2
ORCA calculation (ωB97M-V with the def2-TZVPD basis set) on a molecular structure, C21H14F3MnN3O.

Computed properties:
* lowest unoccupied orbital energy (alpha / beta): -9.58 / -9.06 eV
* multiplicity: 4
* orbital gap (alpha / beta): 0.193 / 0.213 hartree
* highest occupied orbital energy (alpha / beta): -14.8239 / -14.8632 eV
* net charge: +2

Last column: Löwdin spin population.
Cartesian coordinates (Å):
Mn (-0.00028, -2.21852, -0.50989)  2.97
O (-1.28498, -2.43512, 3.22091)  -0.02
C (-1.19688, -2.40702, 2.02571)  0.00
N (0.00082, -2.41632, 1.31251)  -0.11
C (1.25522, -2.39962, 2.05741)  0.00
C (2.36412, -2.40002, 1.04001)  0.00
C (3.72462, -2.42112, 1.32171)  0.00
C (4.62602, -2.41352, 0.26471)  0.01
C (4.14782, -2.41892, -1.04229)  0.00
C (2.78182, -2.38562, -1.24699)  0.01
N (1.91282, -2.35692, -0.23119)  -0.02
C (-2.35038, -2.38662, 1.04501)  0.00
C (-3.68808, -2.41242, 1.40741)  0.00
C (-4.64738, -2.40972, 0.39551)  0.00
C (-4.22958, -2.41532, -0.92879)  0.00
C (-2.86898, -2.38282, -1.20909)  0.00
N (-1.94948, -2.35152, -0.24439)  -0.02
H (1.31522, -3.27782, 2.71761)  -0.01
H (1.29982, -1.49892, 2.68961)  0.00
H (4.06632, -2.42902, 2.34751)  0.00
H (5.68932, -2.39882, 0.46001)  0.00
H (4.82552, -2.43162, -1.88119)  0.00
H (2.36852, -2.36952, -2.25599)  0.00
H (-3.95798, -2.42532, 2.45521)  0.00
H (-5.70208, -2.40012, 0.63781)  0.00
H (-4.94338, -2.43282, -1.73889)  0.00
H (-2.52028, -2.37292, -2.24079)  0.00
F (-1.23168, 6.90088, -1.62689)  0.00
C (-0.09308, 6.52598, -1.03499)  0.00
F (0.01612, 7.19538, 0.10831)  0.00
F (0.91502, 6.89878, -1.83029)  0.00
C (-0.07438, 5.02298, -0.82589)  0.05
C (-0.18238, 4.20318, -1.95369)  -0.01
C (-0.16928, 2.83898, -1.79439)  0.04
C (-0.04588, 2.27478, -0.50369)  0.02
C (0.06152, 3.11918, 0.62341)  0.04
C (0.04692, 4.48658, 0.45721)  0.00
C (-0.02768, 0.88288, -0.39229)  0.13
C (-0.01048, -0.35172, -0.42979)  -0.12
H (-0.27448, 4.64458, -2.93629)  0.00
H (-0.24908, 2.18288, -2.64449)  0.00
H (0.15312, 2.69198, 1.60781)  0.00
H (0.12762, 5.15088, 1.30681)  0.00

***

No. 3
ORCA calculation (ωB97M-V with the def2-TZVPD basis set) on a single C18H28N2O6S2 molecule.

Computed properties:
* lowest unoccupied orbital energy: -0.96 eV
* multiplicity: 1
* orbital gap: 0.295 hartree
* highest occupied orbital energy: -8.9829 eV
* SMILES: CCCCN(CCCC)S(=O)(=O)c1ccc(SCC(=O)OCC)c([N+](=O)[O-])c1

Last column: Mulliken charge in e.
Cartesian coordinates (Å):
C (-2.66876, -3.54284, -0.11902)  -1.39
C (-2.63412, -2.41348, -1.14259)  0.21
C (-4.00229, -1.77085, -1.36500)  -0.74
C (-4.53163, -1.03495, -0.13134)  -1.01
N (-3.64315, 0.00440, 0.33153)  0.36
C (-3.64205, 1.29757, -0.31309)  -1.40
C (-2.50749, 1.44978, -1.33519)  0.18
C (-2.14672, 2.91373, -1.58028)  -0.52
C (-0.99754, 3.04744, -2.57222)  -1.41
S (-3.11196, -0.01020, 1.90073)  1.24
O (-3.56853, 1.14533, 2.61549)  -0.72
O (-3.35312, -1.31067, 2.45204)  -0.71
C (-1.34445, 0.18364, 1.64549)  -0.40
C (-0.53950, -0.93500, 1.46396)  -0.76
C (0.79787, -0.79756, 1.16450)  -0.78
C (1.37942, 0.47077, 1.01747)  1.41
S (3.04390, 0.74696, 0.60172)  0.09
C (3.66796, -0.97420, 0.36705)  -0.44
C (5.10631, -0.83978, -0.08897)  0.25
O (5.52177, -1.24965, -1.13811)  -0.56
O (5.82174, -0.19548, 0.82542)  -0.28
C (7.20130, 0.04606, 0.53174)  -0.28
C (8.06118, -1.15962, 0.87987)  -1.09
C (0.54317, 1.58687, 1.22449)  -0.80
N (1.06873, 2.89310, 1.07296)  1.16
O (0.32380, 3.84360, 1.17895)  -0.65
O (2.26508, 2.98033, 0.82376)  -0.71
C (-0.80368, 1.44133, 1.54993)  -0.35
H (-1.69241, -4.01849, -0.04925)  0.37
H (-3.39271, -4.29925, -0.41432)  0.37
H (-2.94305, -3.16881, 0.86404)  0.30
H (-1.93270, -1.64254, -0.81560)  -0.18
H (-2.27682, -2.80644, -2.09775)  0.43
H (-4.72844, -2.54103, -1.63242)  0.48
H (-3.93656, -1.06951, -2.19859)  0.26
H (-5.51802, -0.60868, -0.35669)  0.33
H (-4.64391, -1.73083, 0.69927)  0.58
H (-3.52867, 2.04352, 0.47734)  0.48
H (-4.61008, 1.46921, -0.79450)  0.43
H (-2.79411, 0.98534, -2.28024)  0.45
H (-1.62687, 0.92005, -0.96620)  -0.09
H (-3.02154, 3.44327, -1.96237)  0.42
H (-1.86142, 3.38337, -0.63693)  0.27
H (-0.11239, 2.53191, -2.20463)  0.27
H (-1.26683, 2.61775, -3.53459)  0.38
H (-0.74451, 4.09371, -2.72082)  0.40
H (-0.98345, -1.91052, 1.57812)  0.63
H (1.39461, -1.68429, 1.04000)  0.40
H (3.63682, -1.49382, 1.32321)  0.39
H (3.09668, -1.49204, -0.40014)  0.50
H (7.46827, 0.91296, 1.13850)  0.32
H (7.29762, 0.28799, -0.53126)  0.32
H (7.78330, -2.00772, 0.25871)  0.32
H (7.93073, -1.42711, 1.92568)  0.30
H (9.10593, -0.92248, 0.70244)  0.37
H (-1.40670, 2.31784, 1.72773)  0.62

***

No. 4
ORCA calculation (ωB97M-V with the def2-TZVPD basis set) on a molecular structure, C21H18N4OsS5.

Computed properties:
* lowest unoccupied orbital energy (alpha / beta): -5.62 / -7.98 eV
* multiplicity: 5
* orbital gap (alpha / beta): 0.208 / 0.201 hartree
* highest occupied orbital energy (alpha / beta): -11.2775 / -13.4447 eV
* net charge: +2

Last column: Löwdin spin population.
Cartesian coordinates (Å):
Os (-0.34604, 0.20985, -0.49655)  0.80
C (1.39869, -0.43552, 1.86801)  0.00
N (1.22118, 0.68108, 0.88122)  0.00
C (0.82941, 1.94795, 1.55968)  0.01
C (-0.64159, 1.91247, 1.88162)  0.00
C (-1.20787, 2.60555, 2.93185)  0.00
C (-2.58402, 2.56430, 3.10282)  0.00
C (-3.35220, 1.81713, 2.22437)  0.00
C (-2.72398, 1.13675, 1.20044)  0.01
N (-1.39443, 1.18773, 1.03058)  0.03
C (2.44622, 0.85919, 0.05327)  0.01
C (2.52430, -0.24696, -0.96336)  0.00
C (3.72160, -0.74697, -1.43108)  0.00
C (3.70641, -1.73483, -2.40544)  0.00
C (2.48742, -2.20148, -2.86491)  0.00
C (1.32338, -1.66277, -2.35099)  0.01
N (1.33564, -0.69626, -1.42203)  0.02
C (0.43216, -1.58211, 1.70999)  0.00
C (0.47192, -2.64828, 2.59318)  0.00
C (-0.42755, -3.68727, 2.43561)  0.00
C (-1.34790, -3.62835, 1.39832)  0.00
C (-1.33054, -2.53723, 0.55772)  0.00
N (-0.45163, -1.53054, 0.70457)  0.00
H (1.30537, -0.03418, 2.87854)  0.00
H (2.41685, -0.81984, 1.78396)  0.00
H (1.00977, 2.77142, 0.86553)  0.00
H (1.43974, 2.12216, 2.44781)  0.00
H (-0.57850, 3.17426, 3.60292)  0.00
H (-3.04875, 3.10644, 3.91503)  0.00
H (-4.42609, 1.75715, 2.32546)  0.00
H (-3.27547, 0.53685, 0.48932)  0.00
H (3.33818, 0.90249, 0.68135)  0.00
H (2.35971, 1.81051, -0.47514)  0.00
H (4.65383, -0.36368, -1.03878)  0.00
H (4.63314, -2.13602, -2.79246)  0.00
H (2.42696, -2.97594, -3.61579)  0.00
H (0.35179, -1.99554, -2.68554)  0.00
H (1.19875, -2.65881, 3.39481)  0.00
H (-0.41415, -4.52978, 3.11359)  0.00
H (-2.07082, -4.41533, 1.23983)  0.00
H (-2.02992, -2.44868, -0.26281)  0.00
S (-3.40942, 3.18942, -6.36500)  1.09
C (-2.57752, 2.48251, -5.06803)  0.63
S (-2.98029, 0.84389, -4.52360)  0.31
C (-1.92806, 0.91584, -3.18038)  0.24
C (-1.17454, 2.06651, -2.98964)  0.14
S (-0.13173, 2.22997, -1.67763)  0.28
S (-1.36025, 3.35131, -4.14704)  0.19
S (-1.81917, -0.46640, -2.11519)  0.22

***

For reference, calculated total energy by record: -13015.06724, -67976.64747, -56053.19941, -84658.87931 eV.
For reference, max |F| by record: 4.672, 2.947, 1.539, 0.656 eV/Å.